No. 1
F2H4SSi2 in the gas phase in a non-equilibrium geometry, computed with ωB97M-V with the def2-TZVPD basis set.

Last column: natural (NBO) charge in e.
Atoms and positions in Å:
Si 0.581 0.485 -0.345  0.278
F -2.125 1.244 1.344  -0.661
F -2.533 1.411 -0.971  -0.654
H 1.004 1.582 -1.318  -0.094
S -2.855 -1.385 -0.048  -0.467
Si -1.676 0.435 -0.045  1.608
H 1.471 0.714 0.866  -0.081
H -3.564 -0.857 -1.132  0.190
H 0.838 -0.717 -1.110  -0.118

Atoms 1-3, force components in eV/Å:
1.562 1.170 -0.446
1.155 -1.163 -0.697
0.411 -0.061 -1.186

The SMILES is F[Si](F)([SiH3])S. As for the gap between HOMO and LUMO: 0.3763 Ha. As for the strongest force on any atom: 3.885 eV/Å. The total energy is -1179.41740 Eh. For the energy above the lowest of the compared OMol25 structures with the same formula, charge and spin, the calculation gives 23.3 kcal per mole. Its HOMO energy is -0.3755 Eh.

No. 2
2 unconnected molecules or ions with the total composition C3H11NOS in a non-equilibrium geometry, computed with ωB97M-V with the def2-TZVPD basis set.

Last column: natural (NBO) charge in e.
Atoms and positions in Å:
H -3.554 2.460 -0.558  0.211
H 1.334 -0.492 0.317  0.149
O 2.594 -0.339 -1.268  -0.706
H -1.791 2.583 -0.506  0.219
S -2.601 0.292 -0.535  0.157
N 2.964 -1.826 0.638  -0.876
H -1.743 -0.755 1.433  0.231
H 2.490 -2.570 1.119  0.371
C -2.632 2.088 -0.990  -0.719
H -2.659 2.177 -2.072  0.231
H 3.413 -0.111 -0.826  0.458
H -2.433 0.818 1.860  0.213
C -1.838 0.288 1.112  -0.753
H 3.766 -2.140 0.112  0.365
H -0.800 0.616 1.168  0.210
H 1.482 -1.939 -0.779  0.140
C 2.010 -1.147 -0.226  0.097

Atoms 1-3, force components in eV/Å:
-0.067 0.393 -0.126
-0.122 -0.291 0.442
0.457 -0.947 1.396

The SMILES is CSC.NCO. As for the gap between HOMO and LUMO: 0.3439 Ha. As for the strongest force on any atom: 2.023 eV/Å. The total energy is -649.03877 Eh. For the energy above the lowest of the compared OMol25 structures with the same formula, charge and spin, the calculation gives 27.1 kcal per mole. Its HOMO energy is -0.3117 Eh.

Which value of strongest force on any atom does entry 1 give? 3.885 eV/Å

Look up the energy above the lowest of the compared OMol25 structures with the same formula, charge and spin of the second one. 27.1 kcal per mole

Which of these has the highest gap between HOMO and LUMO? F2H4SSi2

Number 1 is which compound? F2H4SSi2